Entry 1:
Density functional theory data (ωB97M-V/def2-TZVPD) for one molecule with the formula C7H10N2.

Output
ΔE to the lowest compared entry with this formula, charge and spin: 111.8 kcal per mole
structure (SMILES): C#C/C(CC=C)=N/NC
largest force on an atom: 2.86 eV/Å
orbital gap: 9.6522 eV
total energy: -10396.7634 eV

Cartesian coordinates (Å):
C 1.02795 -1.63235 2.52059
C 0.84277 -0.93330 1.54420
C 0.51170 -0.11979 0.34744
C -0.85665 -0.31220 -0.19567
C -1.97098 -0.19689 0.76046
C -1.85367 0.51662 1.85172
N 1.44907 0.55914 -0.12568
N 1.15204 1.23839 -1.36618
C 1.18963 0.34727 -2.49326
H 1.41477 -2.20257 3.36594
H -1.00819 0.47157 -0.94499
H -0.77872 -1.26763 -0.66850
H -2.97243 -0.52933 0.54802
H -2.67989 0.79364 2.55506
H -0.97399 1.06108 2.17884
H 1.91592 1.86488 -1.46831
H 0.43791 -0.51870 -2.33792
H 2.17735 -0.16463 -2.66091
H 0.97540 1.02479 -3.41083

=====

Entry 2:
Density functional theory data (ωB97M-V/def2-TZVPD) for one molecule with the formula C4H8N2.

Output
ΔE to the lowest compared entry with this formula, charge and spin: 15.2 kcal per mole
structure (SMILES): C=C/N=C(/C)N
largest force on an atom: 3.20 eV/Å
orbital gap: 9.6845 eV
total energy: -7257.2161 eV

Cartesian coordinates (Å):
C -2.30546 -0.44107 -0.45623
C -1.35669 -1.07729 0.23461
N 0.04616 -1.05822 -0.05680
C 0.63570 0.07467 0.05195
C 2.17757 0.00615 -0.25581
N 0.16055 1.31392 0.37798
H -3.35588 -0.60895 -0.24278
H -2.05440 0.24149 -1.26103
H -1.63854 -1.77118 1.02402
H 2.72181 0.46319 0.57482
H 2.50666 -1.02816 -0.37778
H 2.37213 0.56439 -1.17444
H 0.82828 1.99435 0.71725
H -0.73789 1.32673 0.84425

=====

Entry 3:
Density functional theory data (ωB97M-V/def2-TZVPD) for C29H30MnN6O5S2 as an isolated structure.

Output
multiplicity: 2
ΔE to the lowest compared entry with this formula, charge and spin: 43.7 kcal per mole
largest force on an atom: 2.47 eV/Å
charge: +2
orbital gap (alpha / beta): 4.4835 / 5.3814 eV
⟨S²⟩: 1.205
total energy: -102712.5427 eV

Cartesian coordinates (Å):
Mn -1.39682 -0.67106 0.25434
C 0.39838 2.12410 -5.96395
C 0.31479 2.16330 -4.47121
C 0.08461 3.35352 -3.78360
C -0.04160 3.37515 -2.40616
C 0.06428 2.18115 -1.70553
C 0.32872 0.98282 -2.36393
C 0.46619 0.98379 -3.73418
S -0.40059 2.17886 -0.00527
O -0.57971 3.50212 0.46132
O 0.75064 1.50121 0.83013
N -1.68850 1.21629 0.17273
C -2.77793 1.57158 -0.74695
C -2.81829 0.46369 -1.84909
O -3.31920 0.65138 -2.92055
O -2.25298 -0.64141 -1.41316
H 0.01145 3.03717 -6.41025
H -0.16636 1.27736 -6.35299
H 1.43673 2.00064 -6.27883
H -0.01926 4.27903 -4.33463
H -0.23274 4.29591 -1.87036
H 0.42135 0.04653 -1.82827
H 0.66224 0.05138 -4.24780
H -2.67134 2.55350 -1.20464
H -3.73460 1.53733 -0.22500
N -4.39178 -3.13297 1.21854
C -5.06119 -2.02785 1.72888
C -6.35177 -1.85652 2.21227
C -6.69022 -0.58712 2.63484
C -5.76984 0.47155 2.60364
C -4.48715 0.30106 2.12598
C -4.14639 -0.96812 1.66431
N -2.97175 -1.45466 1.11301
C -3.16209 -2.74953 0.86334
C -2.04088 -3.49048 0.32483
C -1.81757 -4.80747 0.07862
S -0.20872 -5.03681 -0.44561
C 0.08796 -3.36830 -0.30653
N -0.94627 -2.68007 0.09499
H -4.77468 -4.06063 1.13088
H -7.05733 -2.67530 2.25663
H -7.69085 -0.40082 2.99915
H -6.07542 1.44472 2.96287
H -3.76377 1.10693 2.11460
H -2.50284 -5.63572 0.16479
H 1.06375 -2.94428 -0.51142
C 5.15258 2.13917 1.03971
C 4.96757 0.89429 1.90331
N 4.57697 -0.27357 1.11061
C 5.63778 -0.95703 0.34576
C 5.57824 -0.73593 -1.16493
C 3.32250 -0.68210 0.96434
O 2.95593 -1.59415 0.21224
C 2.20051 -0.14238 1.80540
C 2.12009 -0.17706 3.16542
C 0.85732 -0.16262 3.79079
C -0.29220 -0.38028 3.01897
N -0.25655 -0.43564 1.70963
C 0.92049 0.04598 1.05106
H 5.44762 2.97905 1.66771
H 4.22182 2.39844 0.53241
H 5.92811 1.98781 0.28969
H 4.21390 1.09099 2.66138
H 5.90088 0.65538 2.41119
H 5.57586 -2.02516 0.56071
H 6.58638 -0.58690 0.72772
H 4.67638 -1.16612 -1.58772
H 6.43716 -1.22235 -1.62556
H 5.61267 0.32598 -1.40992
H 3.00237 -0.30529 3.77918
H 0.78505 -0.12407 4.86820
H -1.25190 -0.59291 3.47610
H 1.04186 -0.41647 0.06581

=====

Entry 4:
Density functional theory data (ωB97M-V/def2-TZVPD) for one molecule with the formula C4H7NO2.

Output
ΔE to the lowest compared entry with this formula, charge and spin: 48.4 kcal per mole
structure (SMILES): [H]/N=C(\C)OCC=O
largest force on an atom: 0.55 eV/Å
orbital gap: 10.7746 eV
total energy: -9845.1804 eV

Cartesian coordinates (Å):
H -1.70888 1.76072 1.19529
N -0.95760 1.16472 1.54403
C -0.70208 0.26769 0.69527
C -1.34984 0.05377 -0.65400
O 0.19508 -0.71691 1.03288
C 1.51499 -0.68786 0.51988
C 1.62864 -0.22157 -0.92589
O 2.16069 0.81519 -1.23834
H -2.37759 0.42432 -0.65715
H -0.79892 0.58211 -1.44023
H -1.35529 -1.01322 -0.89126
H 2.16338 -0.05563 1.13390
H 1.85205 -1.72777 0.57658
H 1.20033 -0.89799 -1.69488

=====

Entry 5:
Density functional theory data (ωB97M-V/def2-TZVPD) for an isolated ion of composition C3H8NO2 and charge -1.

Output
ΔE to the lowest compared entry with this formula, charge and spin: 62.3 kcal per mole
structure (SMILES): N[C@@H](C[O-])CO
largest force on an atom: 1.28 eV/Å
charge: -1
orbital gap: 6.2973 eV
total energy: -8825.0912 eV

Cartesian coordinates (Å):
N -0.26853 -0.91133 -1.24926
C -0.07217 -0.44595 0.13177
C 1.50105 -0.30157 0.42649
O 1.83833 -0.16580 1.69037
C -0.69350 0.85484 0.49462
O -2.13143 0.93249 0.48421
H -0.89506 -0.33941 -1.80287
H 0.61047 -1.08609 -1.71149
H -0.40669 -1.22910 0.80087
H 1.92228 -1.19732 -0.09490
H 1.75968 0.59225 -0.22443
H -0.39189 1.06911 1.51683
H -0.29505 1.66160 -0.12590
H -2.47750 0.56629 -0.33629

=====

Entry 6:
Density functional theory data (ωB97M-V/def2-TZVPD) for C30H34Br30N2O4 as an isolated structure.

Output
largest force on an atom: 1.46 eV/Å
orbital gap: 8.1292 eV
total energy: -2144100.5091 eV

Cartesian coordinates (Å):
C 0.29470 -5.40025 3.71396
C 1.53299 -4.95687 3.54727
C 1.81072 -3.48312 3.33414
C 1.53020 -3.03742 1.92254
C 1.27333 -1.77078 1.57282
C 1.27602 -0.67403 2.61843
C 0.74714 0.69218 2.15911
O -0.49729 0.55708 1.46469
C 1.79533 1.56776 1.39998
N 1.31959 2.32063 0.25708
C 1.00036 -1.54860 0.12171
O 1.39151 -0.59369 -0.52230
C 0.22300 -2.62491 -0.57385
C -0.77880 -2.18181 -1.61176
O -2.09711 -2.69928 -1.47276
C -2.70362 -2.44031 -0.26866
C -2.86030 -1.15438 0.20975
C -3.54300 -0.89940 1.38327
C -4.06386 -1.92696 2.15107
C -3.89905 -3.22174 1.66576
C -3.24827 -3.47962 0.47379
C 0.50088 -3.88557 -0.23630
C -0.20330 -5.03453 -0.92688
N 0.66611 -6.23431 -1.05429
C 1.54617 -4.08222 0.84005
O 2.35191 -4.97643 0.82245
H -0.51396 -4.68785 3.84424
H 0.05452 -6.45546 3.72249
H 2.36006 -5.65530 3.59411
H 1.15748 -2.92820 4.01336
H 2.83003 -3.22849 3.64103
H 0.66379 -0.97090 3.47404
H 2.28640 -0.53271 3.02088
H 0.51410 1.24195 3.08074
H -1.17846 0.92687 2.02898
H 2.24807 2.29469 2.07923
H 2.60330 0.91376 1.08015
H 0.82124 1.72835 -0.39645
H 0.65796 3.03908 0.52719
H -0.42213 -2.44655 -2.60863
H -0.84129 -1.09104 -1.58693
H -2.47960 -0.30391 -0.34421
H -3.68414 0.11879 1.73171
H -4.58619 -1.72995 3.06670
H -4.31475 -4.04439 2.23747
H -3.20087 -4.51117 0.14851
H -1.13946 -5.30457 -0.43517
H -0.39745 -4.71200 -1.95077
H 0.41684 -6.85578 -0.29169
H 0.35268 -6.72409 -1.88804
C 2.68793 0.43260 -3.00004
Br 1.10172 1.21609 -3.75788
Br 3.40570 -0.96702 -4.11411
Br 3.98254 1.78318 -2.61589
H 2.40898 -0.01538 -2.07407
C 1.25664 -9.74461 -3.30922
Br 1.40853 -9.75443 -1.39091
Br 0.16399 -8.28448 -3.93554
Br 2.98055 -9.75203 -4.16053
H 0.75514 -10.65805 -3.59373
C -0.81775 3.21822 -7.29810
Br -1.42005 3.46864 -5.48474
Br 0.28753 1.65553 -7.47254
Br -2.29064 3.19834 -8.53858
H -0.20283 4.07152 -7.54794
C 6.03674 -0.88444 0.73410
Br 5.97176 -0.71953 2.65428
Br 4.27180 -0.86456 -0.02626
Br 7.16736 0.45513 -0.05898
H 6.47570 -1.84646 0.51180
C -0.63552 6.14557 1.45176
Br -0.97290 6.92404 -0.27114
Br -1.23877 4.31117 1.51833
Br 1.21293 6.31377 1.95495
H -1.20956 6.69892 2.18071
C 3.72532 7.41681 -1.66612
Br 3.64222 5.49951 -1.69319
Br 2.08221 8.21091 -2.28959
Br 4.21993 8.06200 0.08010
H 4.50576 7.72268 -2.34755
C -3.58592 -3.27176 6.18383
Br -2.75383 -2.31077 4.73291
Br -5.49767 -3.04831 6.15274
Br -3.08828 -5.12978 6.20816
H -3.23335 -2.83173 7.10593
C -4.33605 0.51537 8.53851
Br -4.22018 1.00198 6.68047
Br -6.15876 0.28133 9.10268
Br -3.26680 -1.03991 8.93181
H -3.92467 1.33393 9.11112
C -1.44671 10.17925 -3.93237
Br -1.16455 8.37576 -4.54884
Br -0.99193 10.37575 -2.07355
Br -0.53193 11.46653 -5.03382
H -2.50461 10.37964 -4.02186
C -0.82013 8.74884 -8.40816
Br -1.15872 9.51301 -10.14128
Br -1.45992 6.93348 -8.29775
Br 1.03551 8.89096 -7.91922
H -1.38304 9.32768 -7.68848

=====

Entry 7:
Density functional theory data (ωB97M-V/def2-TZVPD) for a 16-piece molecular cluster, C50H141N9O23 overall.

Output
ΔE to the lowest compared entry with this formula, charge and spin: 28.7 kcal per mole
largest force on an atom: 3.41 eV/Å
orbital gap: 9.2118 eV
total energy: -114630.2809 eV

Cartesian coordinates (Å):
C -0.47470 -4.41547 -4.26398
C -1.41640 -5.51769 -3.73641
C -2.02554 -5.17648 -2.33726
O -1.05926 -5.45871 -1.40654
C -1.60252 -5.33575 -0.08174
N -2.39481 -5.80383 -4.79658
H -1.02506 -3.49395 -4.45839
H -0.05392 -4.75088 -5.20575
H 0.29361 -4.11698 -3.50151
H -0.88639 -6.46245 -3.53920
H -2.93174 -5.78102 -2.23587
H -2.44819 -4.10703 -2.34381
H -1.44537 -4.32540 0.24422
H -0.99497 -6.01348 0.43372
H -2.66538 -5.56436 -0.02445
H -2.55115 -5.09318 -5.50336
H -3.26752 -6.07537 -4.30275
C -2.74303 -0.77999 -6.70102
C -2.19426 -0.72920 -5.29059
C -2.01503 0.67025 -4.81482
O -3.24466 1.33311 -4.94725
C -3.17286 2.60681 -4.34085
N -3.04986 -1.45770 -4.32763
H -3.81037 -0.51173 -6.77217
H -2.62291 -1.82111 -7.10095
H -2.10532 -0.13552 -7.33829
H -1.23409 -1.29700 -5.21411
H -1.23020 1.11171 -5.34422
H -1.75624 0.57012 -3.78552
H -2.85984 2.56538 -3.30728
H -4.13346 3.00809 -4.41000
H -2.42480 3.27167 -4.90636
H -3.93190 -0.99665 -4.05785
H -3.26534 -2.39052 -4.65935
C 7.85443 0.89374 -0.92234
C 6.72931 -0.05896 -1.16467
C 6.92531 -1.43378 -0.63100
O 8.10700 -2.05325 -1.14711
C 8.67823 -3.02708 -0.24894
N 5.45482 0.49494 -0.70973
H 7.48529 1.93732 -1.18898
H 8.71082 0.62284 -1.43620
H 8.07553 0.86359 0.16871
H 6.71729 -0.18946 -2.25933
H 5.99972 -1.99212 -0.80023
H 7.08363 -1.31067 0.41053
H 8.02068 -3.95579 -0.08735
H 8.83408 -2.51878 0.71952
H 9.55378 -3.31706 -0.83054
H 4.67709 -0.08243 -0.97265
H 5.45018 0.38973 0.30349
C 1.32918 -0.60849 3.46816
C 1.20240 0.88645 3.39822
C 2.45915 1.57563 2.93275
O 3.61625 1.43158 3.74478
C 3.64628 1.82415 5.09405
N 0.08110 1.23168 2.48219
H 2.09186 -0.88399 4.19337
H 1.57383 -0.95932 2.45381
H 0.36440 -1.14572 3.67118
H 1.00641 1.26241 4.39065
H 2.31084 2.64375 2.61816
H 2.91787 1.16020 2.01933
H 3.55995 2.92737 5.21161
H 4.61056 1.58431 5.53345
H 2.80433 1.40077 5.64135
H 0.42008 1.04870 1.55748
H -0.12321 2.28486 2.50181
C -6.25706 2.82486 -1.84867
C -5.53744 1.90820 -0.87310
C -4.52497 2.69236 -0.04175
O -3.42588 3.18401 -0.79568
C -2.26982 2.31649 -0.77541
N -6.54164 1.20726 -0.03059
H -5.62710 3.57149 -2.29769
H -6.96192 3.23243 -1.11941
H -6.75273 2.26306 -2.65665
H -4.90588 1.23084 -1.54006
H -4.13603 2.14496 0.86555
H -5.05662 3.60489 0.33480
H -1.56381 2.81294 -0.10845
H -1.73840 2.23555 -1.69116
H -2.53653 1.42342 -0.29855
H -6.29668 0.27898 0.34969
H -7.38918 0.97678 -0.52154
C -1.52647 -1.75071 -1.33354
C -0.08239 -2.05167 -1.05548
C 0.81435 -0.83712 -1.52011
O 0.61562 0.30905 -0.63904
C 0.93767 1.51868 -1.30099
N 0.14276 -2.36632 0.32912
H -1.80734 -1.80215 -2.42378
H -1.69572 -0.73569 -1.01756
H -2.11258 -2.44878 -0.73487
H 0.25006 -2.96506 -1.63815
H 0.68056 -0.54193 -2.51571
H 1.85644 -1.06819 -1.38332
H 0.33140 1.56020 -2.18148
H 1.99425 1.54128 -1.59593
H 0.76821 2.35289 -0.66922
H -0.36476 -1.77517 0.96523
H 1.12175 -2.43696 0.49894
C -0.40182 6.10776 3.20609
C -0.93291 4.93898 2.37530
C -2.39385 5.06207 2.07622
O -3.14190 4.97302 3.22455
C -4.52594 5.18687 3.08835
N -0.16184 4.75305 1.19668
H -0.46749 6.99545 2.49182
H 0.59169 5.94265 3.60502
H -0.99327 6.33061 4.06521
H -0.99402 4.10901 3.07977
H -2.66788 4.18112 1.47986
H -2.54798 6.04595 1.56830
H -4.71462 6.21148 2.88708
H -4.85515 4.98350 4.10964
H -4.96436 4.56012 2.35094
H 0.77377 4.94108 1.48576
H -0.49745 5.16262 0.28179
C -5.71368 -1.84030 -2.23623
C -6.27560 -2.88029 -1.16814
C -5.16625 -3.35184 -0.28464
O -5.75283 -4.24492 0.62948
C -5.33711 -4.12541 1.90685
N -7.33346 -2.24909 -0.36469
H -4.65725 -2.12129 -2.53719
H -5.64533 -0.90648 -1.66559
H -6.26908 -1.64155 -3.13646
H -6.74033 -3.73836 -1.66246
H -4.66210 -2.51187 0.21559
H -4.42419 -3.86291 -0.89337
H -4.25235 -3.94747 1.99871
H -5.61335 -5.06460 2.38427
H -5.80112 -3.34386 2.50259
H -7.93829 -2.87956 0.11923
H -6.93709 -1.63065 0.42827
C -4.07160 -1.10624 5.27224
C -3.20499 0.05870 4.61109
C -3.07487 1.23656 5.56613
O -2.62320 0.79475 6.80762
C -2.29028 1.79985 7.73147
N -1.98412 -0.51479 4.10070
H -4.46175 -1.79744 4.49364
H -4.94960 -0.77661 5.82978
H -3.54746 -1.80235 5.96473
H -3.74063 0.40686 3.64549
H -4.06248 1.70677 5.63211
H -2.37404 2.04607 5.11956
H -2.05996 1.36338 8.66117
H -3.12173 2.57899 7.90802
H -1.34781 2.35822 7.42033
H -1.43237 0.18023 3.52522
H -1.39911 -0.87028 4.86824
C 3.96211 -1.30729 -4.00209
C 5.16457 -1.67435 -4.82028
O 5.35579 -3.07342 -4.91055
O 4.03007 -1.69157 -2.63773
H 3.05636 -1.80939 -4.45213
H 3.73494 -0.21430 -4.05126
H 6.00340 -1.14027 -4.43067
H 4.94428 -1.29114 -5.85088
H 5.46390 -3.44105 -4.03888
H 4.05659 -2.63674 -2.44811
C 4.17199 -5.12896 -1.29112
C 2.74375 -5.50444 -0.91617
O 2.14424 -6.26475 -1.98855
O 4.16107 -4.59733 -2.60177
H 4.82345 -6.03046 -1.40547
H 4.69689 -4.45171 -0.56981
H 2.21133 -4.59157 -0.72501
H 2.68038 -6.12258 0.01986
H 1.19515 -6.07139 -1.95694
H 3.69135 -5.24781 -3.23650
C 3.44095 6.04471 2.76143
C 4.14629 5.20696 1.70838
O 3.15114 4.30730 1.10925
O 2.98816 5.16595 3.75819
H 2.74182 6.73378 2.34850
H 4.21640 6.64360 3.24556
H 4.94659 4.59896 2.12968
H 4.54057 5.81207 0.84051
H 3.73132 3.67523 0.57102
H 2.41311 4.49750 3.28603
C 4.69783 3.56363 -2.41443
C 3.33056 3.64131 -3.18886
O 2.29393 4.28357 -2.50436
O 4.54748 3.03665 -1.11923
H 5.04809 4.64296 -2.33371
H 5.44893 3.08039 -3.02259
H 2.93901 2.59337 -3.29367
H 3.50581 4.16015 -4.11257
H 2.46090 4.06386 -1.58434
H 4.86271 2.09161 -1.21822
C -1.00039 -4.25445 4.08491
C -0.16148 -5.20285 3.29375
O 0.70297 -4.49370 2.39496
O -1.92524 -3.47807 3.31331
H -0.38111 -3.56613 4.77699
H -1.68579 -4.86516 4.78933
H -0.75746 -5.87974 2.71985
H 0.48614 -5.73093 4.01087
H 0.23540 -4.18428 1.57052
H -1.71393 -2.55531 3.51198
C 4.59758 -2.24666 3.21585
C 4.37070 -3.21813 2.14768
O 3.10855 -3.04512 1.53419
O 5.13235 -1.02754 2.75411
H 5.40617 -2.66475 3.84816
H 3.75617 -2.23575 3.90165
H 4.51882 -4.23523 2.46042
H 5.17648 -3.06048 1.40551
H 2.52023 -3.57164 2.05894
H 4.60503 -0.28566 3.09847
C -0.91384 6.40217 -2.43274
C -2.40146 6.54094 -2.23265
O -2.71065 5.84831 -1.04141
O -0.41568 5.06152 -2.32850
H -0.36613 7.03802 -1.72682
H -0.66829 6.87762 -3.38854
H -2.99939 6.15511 -3.04793
H -2.49975 7.67266 -2.08930
H -3.01804 5.03560 -1.32468
H 0.53224 4.94529 -2.37057